Computed, not measured: a structure of composition C73H73F10N13NiO26S4, with the ωB97M-V functional and the def2-TZVPD basis.

Its total energy is -261048.110 eV. For the HOMO-LUMO gap (alpha / beta), the calculation gives 9.40 / 8.53 eV. Its total charge is 0. As for the LUMO energy (alpha / beta): 0.14 / -0.74 eV. The value obtained for the highest occupied orbital energy (alpha / beta) is -9.27 / -9.27 eV. As for the spin multiplicity: 3.

Structure (XYZ):
```
200
Properties=species:S:1:pos:R:3:forces:R:3
Ni -5.6324 -30.9166 6.0614 -0.7 -0.7 0.0
N -4.1847 -32.5029 5.1384 -0.1 0.2 0.3
S -3.0130 -31.8998 4.2070 1.1 0.3 1.4
O -2.4934 -32.8782 3.3448 0.1 -0.9 -1.4
O -1.9975 -31.1661 4.9325 -1.5 0.4 -0.4
F -3.8607 -30.8703 3.3558 0.3 -0.3 0.6
S -3.7899 -34.0572 5.6331 -3.0 2.3 0.2
O -2.5170 -34.0476 6.2585 0.1 -0.9 -0.1
O -4.3291 -34.9529 4.6721 1.0 -0.6 0.5
F -4.8891 -34.1530 6.8520 1.5 0.3 -1.0
N -6.1717 -28.9911 6.9781 0.1 -0.4 -0.3
S -4.9721 -28.0578 6.4735 0.3 -1.2 2.5
O -4.0679 -27.7823 7.5490 -0.2 0.5 -1.1
O -5.4231 -27.1078 5.5508 0.3 1.1 -1.1
F -4.1961 -29.2359 5.6622 -0.5 0.6 -0.2
S -7.4178 -28.3098 7.6814 -0.9 -5.4 -0.9
O -7.2023 -26.9774 7.9370 0.2 3.6 0.4
O -7.9626 -29.2058 8.6605 0.4 0.6 -0.2
F -8.5070 -28.4988 6.4892 0.5 0.9 0.7
N -6.6977 -30.3528 4.2553 0.7 -0.2 -0.5
C -6.9152 -31.3764 3.4356 -1.2 -0.8 -0.8
C -8.0477 -31.4952 2.6144 0.7 -0.3 -0.5
C -9.0018 -30.4722 2.6306 0.6 0.0 0.2
C -8.6100 -29.2997 3.2503 -0.1 1.0 0.8
C -7.4424 -29.2835 3.9997 0.0 1.0 1.2
H -6.2433 -32.2102 3.5260 0.3 0.2 -0.4
H -8.1046 -32.3652 1.9143 -0.2 0.8 1.0
H -9.9888 -30.5776 2.2102 0.0 0.0 -0.3
H -9.1584 -28.3331 3.3290 0.1 -1.2 -0.6
H -7.1299 -28.3708 4.5287 -0.4 -0.5 -0.4
N -0.5426 -27.7705 9.0335 -1.8 -0.2 1.9
C 0.1804 -28.5364 8.2692 1.1 0.1 -1.0
C 1.0440 -27.9437 7.3392 1.0 -2.0 -0.2
C 1.1164 -26.5952 7.1710 -0.7 0.3 0.0
C 0.2507 -25.8497 7.9563 -0.4 2.2 0.7
C -0.5476 -26.4403 8.9428 1.2 -0.4 -1.2
H 0.1524 -29.6471 8.3749 -0.1 1.1 0.1
H 1.7481 -28.5745 6.7944 -0.3 0.0 -0.1
H 1.7742 -26.1917 6.4048 -0.2 0.2 0.3
H 0.2279 -24.7403 7.8868 0.1 -0.8 -0.1
H -1.1283 -25.8496 9.6646 0.2 -0.4 -0.5
N -8.6191 -32.6546 10.8709 0.0 -1.6 -0.4
C -8.2607 -33.3710 11.9379 0.3 -0.9 -0.1
C -8.1564 -32.8828 13.2050 -0.1 1.8 0.6
C -8.4187 -31.4987 13.3408 -0.8 -0.9 -0.9
C -8.9812 -30.7791 12.2766 1.0 -1.3 1.3
C -9.0468 -31.4490 11.0621 0.0 2.6 -0.4
H -7.9706 -34.4038 11.8087 -0.1 -0.2 -0.5
H -7.8468 -33.4830 14.0675 0.0 0.2 -0.5
H -8.2104 -31.0600 14.2742 0.0 0.7 1.0
H -9.2589 -29.7552 12.3990 -0.1 0.5 -0.1
H -9.2804 -30.8059 10.1950 -0.2 -0.7 0.2
N -3.7299 -28.6777 13.2393 0.4 1.0 -0.1
C -5.0257 -28.8921 12.9522 1.1 -0.3 1.7
C -5.5545 -28.8662 11.6869 0.8 0.4 -0.3
C -4.6408 -28.5105 10.7020 0.3 -0.2 -1.9
C -3.2985 -28.2207 10.9594 -0.5 0.5 0.9
C -2.8836 -28.2360 12.2829 -1.0 -1.9 0.5
H -5.5515 -29.1398 13.8818 -0.4 -0.1 -0.7
H -6.5870 -29.1036 11.4894 -0.1 0.0 -0.1
H -4.9085 -28.5229 9.6259 -0.1 0.0 0.8
H -2.5489 -27.9704 10.2373 -0.1 0.0 -0.8
H -1.8324 -28.1604 12.5757 -0.4 0.4 -0.1
N -6.7615 -25.1802 12.6871 0.5 -0.5 -1.7
C -6.4121 -25.5150 11.4058 -0.6 0.7 0.3
C -6.3017 -24.6032 10.3462 -0.4 0.6 1.9
C -6.4528 -23.2384 10.6970 1.0 0.8 -0.2
C -6.7517 -22.8344 12.0069 -0.5 -2.6 -1.2
C -6.9640 -23.9067 12.9126 0.2 2.0 0.4
H -6.2496 -26.5674 11.2632 0.0 -0.2 -0.2
H -6.1303 -24.9308 9.3365 0.3 0.0 -0.1
H -6.1540 -22.4276 9.9945 -0.7 -0.8 0.2
H -6.9675 -21.8086 12.2176 0.2 0.3 0.4
H -7.2433 -23.6402 13.9229 -0.2 -0.1 0.3
N 0.0860 -26.5654 4.0459 0.7 -0.7 1.0
C -0.5579 -27.7408 4.2474 -1.5 1.3 -1.8
C -1.7856 -27.9347 3.5830 -0.2 0.1 -0.7
C -2.3808 -26.8946 2.8142 1.0 -0.6 0.6
C -1.7044 -25.7009 2.6841 0.3 0.4 -0.2
C -0.4319 -25.6172 3.2953 -1.9 -0.1 -0.3
H -0.1359 -28.5202 4.8691 0.3 0.2 0.0
H -2.2824 -28.9027 3.4999 0.2 0.2 0.6
H -3.3197 -27.0402 2.3071 -0.2 -0.2 0.0
H -2.1339 -24.8386 2.1128 0.5 -0.9 0.6
H 0.0400 -24.6609 3.2094 0.9 0.2 0.1
N -9.1053 -20.2402 7.0081 -0.2 3.1 -0.9
C -9.9625 -19.1817 7.1758 -1.0 -2.5 2.1
C -11.0729 -19.2671 8.0823 0.6 0.8 -0.8
C -11.2831 -20.4435 8.8022 0.4 1.2 -1.0
C -10.3718 -21.4255 8.5386 -1.7 -4.4 3.7
C -9.2986 -21.3164 7.7036 -0.8 -0.2 0.4
H -9.7584 -18.2865 6.6550 0.2 0.7 -0.7
H -11.7746 -18.4335 8.2406 0.6 -0.2 -0.3
H -12.1057 -20.5508 9.5066 0.2 -0.1 -0.2
H -10.6011 -22.4449 9.1674 1.1 2.3 -1.8
H -8.6443 -22.1401 7.5870 0.7 -0.7 -0.2
N -7.3087 -32.3789 6.2698 0.7 0.5 1.5
C -8.0614 -32.3979 7.4116 0.2 -0.7 -1.5
C -8.8899 -33.4537 7.7869 1.1 -0.6 -1.0
C -8.7691 -34.6155 6.9947 0.7 2.1 -0.7
C -7.9469 -34.5911 5.8571 -0.9 -0.3 0.4
C -7.2423 -33.4599 5.4976 -0.9 -0.3 0.9
H -7.9740 -31.4911 7.9529 -0.3 0.7 0.6
H -9.5314 -33.3546 8.6478 0.1 -0.1 0.0
H -9.3328 -35.4961 7.1071 -0.7 -0.8 0.7
H -8.0214 -35.4712 5.2391 0.5 0.0 -0.3
H -6.6379 -33.3832 4.6190 0.1 -0.5 0.0
N -4.5705 -31.1257 7.8638 -0.7 -0.2 -0.7
C -3.2746 -30.8586 7.7665 -0.3 -0.7 3.5
C -2.4409 -31.1525 8.8592 -0.1 0.4 -2.0
C -2.9355 -31.7100 9.9924 -1.0 -0.8 1.8
C -4.3220 -31.8233 10.1599 -0.8 -0.6 -1.6
C -5.1116 -31.5863 9.0094 0.5 -0.2 0.2
H -2.9033 -30.3706 6.9287 0.6 0.3 -1.4
H -1.4094 -31.0026 8.6603 0.7 0.1 0.5
H -2.3312 -32.1505 10.8008 0.1 0.7 -0.5
H -4.7749 -32.2876 11.0458 0.3 0.4 -0.4
H -6.1745 -31.8362 8.8793 0.6 0.2 0.8
N -10.2309 -24.0987 6.5352 -0.6 -0.5 -1.4
C -9.8239 -25.1660 5.8005 1.8 -0.5 1.6
C -10.6589 -26.1380 5.2322 -0.6 2.6 0.4
C -12.0063 -25.8561 5.2891 -0.1 -0.3 1.2
C -12.4617 -24.8008 6.0454 -1.9 0.6 -0.1
C -11.5509 -23.9144 6.5739 -0.5 0.3 0.2
H -8.7147 -25.2807 5.9042 -1.0 -0.2 -0.7
H -10.4603 -27.0007 4.6786 1.4 -1.0 -0.6
H -12.6640 -26.5797 4.8916 -0.9 -0.5 -0.5
H -13.5615 -24.5814 6.2291 1.5 -0.5 -0.5
H -12.0153 -23.0142 6.9966 0.9 -0.2 0.4
N -11.5922 -27.5062 9.4717 2.0 -0.6 -0.9
C -10.4611 -27.0920 8.8343 -0.9 0.8 0.2
C -9.7117 -25.9797 9.2035 -1.8 -0.2 1.6
C -10.1057 -25.2942 10.3815 -0.6 -2.3 -1.1
C -11.1512 -25.8513 11.1269 1.2 1.6 0.4
C -11.8110 -26.9400 10.6398 -2.3 -0.5 0.4
H -10.1743 -27.5278 7.8791 -0.4 -0.2 0.3
H -8.9671 -25.7124 8.5113 1.0 0.8 -0.2
H -9.6297 -24.4371 10.7323 0.9 1.4 0.4
H -11.4590 -25.3564 12.0572 0.1 -0.4 -0.4
H -12.7206 -27.2953 11.1710 0.7 0.1 -0.3
C -2.5749 -23.2712 12.9757 -1.3 0.4 -0.1
C -1.1836 -23.7234 12.6624 0.1 -1.2 0.0
O -1.1783 -23.9219 11.3005 -1.4 -0.1 -1.8
C -2.5354 -23.7925 10.7643 2.1 0.0 -1.0
O -2.8776 -23.9236 9.6234 1.2 -0.3 1.3
O -3.2838 -23.3793 11.7157 -1.2 0.3 2.0
F -0.9360 -24.9475 13.2975 -0.2 0.6 -0.3
H -2.6855 -22.2257 13.2670 0.3 -0.2 0.2
H -3.0454 -23.9411 13.6982 0.0 0.2 -0.1
H -0.3943 -23.0610 12.9631 0.4 0.3 0.1
C -7.2895 -25.6368 0.5010 -1.1 -0.7 -1.0
C -7.0911 -26.0272 1.9412 1.1 2.0 1.4
O -6.5140 -27.2596 1.9320 1.2 -0.5 0.1
C -6.7135 -27.8359 0.7219 -0.1 -1.2 0.5
O -6.5146 -28.9923 0.5387 0.2 -0.3 -0.3
O -7.2161 -26.9766 -0.1256 0.0 1.5 -0.8
F -8.3055 -26.2267 2.5622 -0.5 0.6 0.1
H -6.6045 -24.9060 -0.0154 -0.7 -1.0 0.9
H -8.3574 -25.3786 0.4134 0.7 0.5 -0.2
H -6.4740 -25.3077 2.5471 -0.8 -0.7 -0.5
C -7.7460 -21.1846 4.6065 0.1 -0.6 -1.2
C -9.1144 -21.7206 4.2938 0.0 0.1 -0.5
O -8.8612 -22.7046 3.3738 -0.2 -1.2 -0.8
C -7.6842 -22.4959 2.7530 -0.3 -0.7 -1.6
O -7.4222 -23.0766 1.7190 0.4 0.8 1.4
O -7.0007 -21.5628 3.3871 0.1 0.4 0.5
F -9.9047 -20.7823 3.6554 0.0 0.1 0.5
H -7.3615 -21.7354 5.4458 0.6 0.1 0.3
H -7.7324 -20.1222 4.6772 0.2 0.6 0.3
H -9.6246 -22.2374 5.0756 -0.6 0.4 0.8
C -11.6022 -29.2389 6.7771 -2.8 -0.6 -0.3
C -11.0443 -30.3235 7.6838 0.3 -0.2 -0.3
O -10.6857 -31.3106 6.7181 -0.2 0.6 0.6
C -11.3393 -31.1053 5.5305 -0.2 1.9 1.0
O -11.1953 -31.8256 4.6233 -0.2 -1.0 -1.4
O -12.0664 -29.9183 5.5427 1.5 -1.8 1.5
F -12.0298 -30.8470 8.4721 -0.3 -0.1 0.0
H -10.9443 -28.5541 6.3815 1.9 1.5 -0.1
H -12.4871 -28.7228 7.1659 0.4 -0.2 0.3
H -10.2006 -30.1040 8.3992 -0.6 0.0 -1.3
C 0.6689 -33.6699 6.5452 1.4 -0.5 0.7
C 0.1041 -32.3282 7.1035 0.1 -1.6 -1.6
O 0.6171 -31.3969 6.2461 1.0 0.4 -0.6
C 1.6525 -31.9013 5.4828 0.9 0.9 0.1
O 2.3868 -31.1506 4.9021 -0.8 -1.4 0.2
O 1.7226 -33.2596 5.5793 -1.3 1.1 1.0
F 0.4966 -32.0842 8.3619 0.7 0.1 1.3
H -0.0829 -34.2386 6.0370 -0.4 -0.1 -0.5
H 1.1559 -34.3736 7.3019 -0.6 1.3 -0.8
H -0.9552 -32.2074 7.0583 -0.8 -0.5 0.0
C -3.0406 -25.1621 5.5448 -0.5 1.5 -0.2
C -3.4649 -24.3176 6.7520 0.7 1.2 0.6
O -4.7995 -23.9695 6.5721 -0.7 -0.9 -1.4
C -5.1018 -24.1503 5.2436 -3.0 0.0 -1.3
O -6.2184 -23.8616 4.7539 4.0 -1.0 1.7
O -4.0974 -24.7665 4.5745 0.1 0.6 1.1
F -2.8261 -23.0605 6.5877 0.4 -0.8 0.3
H -3.0876 -26.2269 5.6078 0.0 -0.5 0.4
H -2.0233 -24.8458 5.2300 -0.9 -0.1 -0.1
H -3.3121 -24.6196 7.8119 0.1 -0.2 -1.2
```
Positions in Å, forces in eV/Å.